1) Molecular formula: C9H12N3O
Method: DFT, ωB97M-V/def2-TZVPD

- Orbital gap: 9.0501 eV
- Structure (SMILES): C[C@H]1N=N[C@@]([NH3+])(O)c2ccccc21
- Total charge: +1
- E_LUMO: -0.1589 Eh

Geometry (Å):
O -1.670 -1.326 -1.527
N -1.698 -2.175 0.741
N -2.186 0.194 0.553
N -1.761 1.335 0.775
C 2.884 -0.142 0.081
C -0.538 2.816 -0.606
C 0.609 0.741 0.260
C 2.429 -1.431 -0.009
C 0.187 -0.589 0.140
C 1.992 0.921 0.199
C -0.449 1.782 0.478
C -1.334 -0.873 0.093
C 1.050 -1.696 0.026
H 0.620 -2.679 -0.282
H 0.515 3.332 -0.697
H -0.324 2.237 1.466
H 2.308 2.010 0.086
H -0.830 -2.613 1.092
H 3.316 -2.139 -0.278
H -2.421 -0.718 -1.830
H -2.598 -1.878 1.236
H -1.874 -2.904 0.006
H -0.927 2.196 -1.439
H 4.005 0.121 -0.139
H -1.304 3.478 -0.428


2) Molecular formula: C9H12N3O
Method: DFT, ωB97M-V/def2-TZVPD

- Orbital gap (spin up / spin down): 6.2544 / 6.6106 eV
- Structure (SMILES): NNC1=c2ccccc2=C[C@@]1([NH3+])O
- Total charge: +1
- E_LUMO (spin up / spin down): -0.1486 / -0.1408 Eh

Geometry (Å):
O -1.858 -1.753 0.398
N -0.255 -2.341 -1.082
N -2.070 -0.657 -2.284
N -1.120 0.293 -1.880
C 1.801 0.697 2.059
C 0.806 2.231 -0.073
C 0.857 0.051 1.176
C 2.075 2.036 2.030
C -0.580 -1.372 0.054
C 1.602 2.832 0.950
C 0.398 0.891 0.061
C -0.536 0.129 -0.664
C 0.391 -1.227 1.262
H 0.518 -2.300 -1.620
H 2.633 2.474 2.942
H -0.429 -3.289 -0.782
H -2.097 -0.628 -3.237
H -2.918 -0.359 -1.770
H 2.069 0.035 2.956
H 0.482 -1.889 2.121
H 0.757 2.926 -0.859
H 1.769 3.990 0.910
H -1.965 -1.991 1.355
H -1.101 -1.976 -1.734
H -1.227 1.196 -2.288


Most favorable first, least favorable last: 2), 1)